The following is a quantum chemistry calculation of 2 unconnected molecules or ions with the total composition C25H24FN2O10S2 at a distorted geometry, from the Open Molecules 2025 dataset.

```
64
Properties=species:S:1:pos:R:3:forces:R:3:nbo_charge:R:1
C 3.200653 4.094456 -0.432327 -0.4174 -0.1134 0.0797 -0.235
C 2.807314 4.423507 0.871039 0.0510 -0.1863 -0.1848 -0.227
C 1.494694 4.203851 1.298184 0.3018 -0.0238 -0.3471 -0.230
C 0.550202 3.687147 0.418609 0.2181 0.2114 0.5642 -0.176
S -1.229440 3.756042 0.864433 -0.6436 -1.6061 0.0479 2.244
N -1.632537 2.956874 2.293723 -0.2176 -0.4759 -1.3373 -1.213
F -0.521873 0.090524 -0.571319 -0.4325 1.1341 0.6591 -0.296
S -2.823089 1.777024 2.225496 1.4608 -0.1316 -1.7029 2.264
C -2.304082 0.178971 2.966224 0.2098 0.2631 0.5487 -0.284
C -2.562667 -1.022420 2.286549 -0.1018 0.0959 0.0823 -0.142
C -2.462951 -2.239006 2.964989 0.1733 -0.0077 0.3525 -0.245
C -2.066846 -2.278382 4.309242 -0.0867 0.2626 -0.3487 -0.236
C -1.758548 -1.074941 4.953267 0.1343 -0.2643 0.0103 -0.232
C -1.857816 0.143145 4.281456 -0.0998 -0.3405 -0.0614 -0.197
O -3.924078 2.226533 3.049193 0.3829 -0.2912 -0.1944 -0.945
O -3.039873 1.254061 0.884001 -0.8357 0.8215 0.6156 -0.967
O -1.484214 5.171563 1.083414 0.3247 -0.8962 -0.1333 -0.948
O -1.728789 3.071583 -0.315705 -0.4568 1.0663 0.3506 -0.965
C 0.934668 3.332785 -0.883764 -0.0476 0.0541 0.1155 -0.230
C 2.250091 3.542195 -1.301852 0.2860 0.1263 0.3230 -0.225
H 4.232619 4.253048 -0.771433 -0.4744 0.0116 0.1915 0.202
H 3.531427 4.867249 1.546593 -0.0633 -0.0830 0.0335 0.203
H 1.183229 4.439703 2.307024 0.0573 0.1561 0.0229 0.229
H -2.866452 -1.026497 1.239901 0.0361 0.2653 0.3748 0.243
H -2.708743 -3.171371 2.449577 0.1539 0.3465 0.0696 0.212
H -1.994391 -3.241622 4.830558 -0.0589 0.4879 -0.1506 0.204
H -1.454886 -1.098776 5.996504 0.0415 0.0701 -0.1149 0.203
H -1.607363 1.081002 4.759638 -0.0988 -0.0244 0.1804 0.229
H 0.222507 2.911060 -1.589382 0.0001 0.1588 0.3717 0.254
H 2.542169 3.287289 -2.321352 -0.1554 -0.0165 0.2353 0.211
C 2.506598 -2.934413 2.326108 0.5265 0.0250 0.1550 -0.625
C 1.110063 -2.892039 1.798179 -0.0745 0.1805 -0.4069 -0.077
O 1.136931 -1.966081 0.666048 -0.1823 -0.0476 -0.1397 -0.484
C 0.069807 -2.024413 -0.116890 -1.1565 -1.3015 0.4792 0.795
C 0.005775 -0.960449 -1.268370 0.3061 -0.5029 0.3493 0.165
C 1.345286 -0.372157 -1.768899 0.1601 1.9436 -1.5390 0.785
O 1.377298 0.575968 -2.562136 -0.1392 -1.9080 1.5009 -0.601
O 2.440949 -0.840861 -1.212576 0.0527 0.1301 -0.4010 -0.476
C 3.612219 -0.064876 -1.584411 0.2157 -0.3486 0.0991 -0.081
C 4.737719 -0.656022 -0.792194 0.5058 -0.1157 0.3818 -0.626
C -0.980938 -1.222523 -2.393881 -1.2561 0.4537 -0.3157 -0.051
C -1.110503 -0.239905 -3.395415 -0.3215 0.1072 -0.5117 -0.184
C -2.057857 -0.347805 -4.418254 -0.6755 -0.7538 0.3914 -0.164
C -2.996590 -1.408643 -4.379570 2.2827 0.2741 1.2603 0.020
N -3.728201 -1.748370 -5.555408 -1.6068 -0.7028 -2.3136 0.503
O -4.448544 -2.773840 -5.528565 1.2235 1.9606 -0.0610 -0.389
O -3.570830 -1.045765 -6.579190 -0.3901 -1.2315 1.8881 -0.384
C -3.009726 -2.262240 -3.268445 -0.2066 0.4136 -0.5457 -0.197
C -2.035139 -2.140168 -2.282595 -0.0876 0.0460 -0.2587 -0.132
O -0.863868 -2.773134 0.146504 1.1886 0.9221 -0.6134 -0.606
H 2.575715 -3.659271 3.133250 -0.0451 -0.0643 0.1391 0.213
H 3.220642 -3.233220 1.556329 -0.0949 0.0018 -0.0508 0.209
H 2.817270 -1.966850 2.711918 -0.0019 0.1066 0.0418 0.218
H 0.794869 -3.874067 1.437184 -0.1084 0.1886 0.0481 0.194
H 0.393574 -2.518296 2.532063 -0.0442 -0.0722 -0.1230 0.215
H 3.785695 -0.155910 -2.664426 -0.2061 0.1038 0.2529 0.190
H 3.433416 0.978948 -1.315407 -0.0248 -0.1227 -0.1906 0.217
H 5.683134 -0.201236 -1.094534 -0.0192 0.0035 0.0077 0.213
H 4.601217 -0.461585 0.275696 -0.0042 -0.0620 -0.1158 0.218
H 4.821988 -1.738960 -0.934816 -0.0738 0.1817 -0.0612 0.211
H -0.503168 0.658560 -3.359370 -0.0115 -0.4395 -0.1514 0.268
H -2.129551 0.375042 -5.226428 0.1908 -0.1320 0.2197 0.244
H -3.811300 -2.990139 -3.193094 0.2685 0.0000 0.0545 0.243
H -2.144886 -2.711879 -1.380881 0.1684 -0.3085 -0.1233 0.254
```
Positions in Å, forces in eV/Å.

Charge   -1
DFT total energy   -2725.11601 a.u.



The following is a quantum chemistry calculation of a gas-phase ion, C6H10N (charge +1) at a distorted geometry, from the Open Molecules 2025 dataset.

```
17
Properties=species:S:1:pos:R:3:forces:R:3:nbo_charge:R:1
C -0.913611 -1.182326 1.198328 0.3411 -0.8757 1.4413 0.123
N -0.008870 -0.482498 0.711485 -0.7050 0.0358 -1.2517 -0.209
C 1.326054 -0.410875 1.183492 0.7707 -0.3900 -0.6990 -0.438
C -0.221808 0.388956 -0.501973 -1.5364 0.0224 -0.6848 0.057
C 0.450027 -0.178710 -1.721445 1.6698 0.0686 1.6078 -0.630
C -0.451865 1.797584 -0.237868 -1.1942 -0.5749 0.9541 -0.150
C -1.526128 1.165255 -0.630623 1.0980 0.6338 -0.6253 -0.156
H -0.858560 -1.816506 2.071670 0.6851 0.0460 0.1642 0.226
H -1.820551 -1.148962 0.744902 -2.7369 0.1530 -1.3654 0.207
H 1.782472 -1.418941 1.226408 0.2814 0.7936 -0.8842 0.258
H 1.276163 -0.139731 2.182509 0.1294 0.9830 1.9981 0.239
H 1.668522 0.419586 0.554817 1.4906 -0.7787 0.5958 0.244
H -0.022164 -1.112713 -1.890602 -0.2225 -0.9913 -0.6862 0.226
H 1.548652 -0.323148 -1.564925 -0.8168 -0.0183 -0.2578 0.225
H 0.309261 0.507979 -2.516885 -0.1608 0.4112 -0.8412 0.251
H -0.059852 2.586551 0.340100 0.5601 1.1292 -0.1952 0.251
H -2.477742 1.348501 -1.149389 0.3464 -0.6477 0.7296 0.277
```
Positions in Å, forces in eV/Å.

SMILES string   C=[N+](C)C1(C)C=C1
Charge   +1
DFT total energy   -288.98685 a.u.



The following is a quantum chemistry calculation of 2 unconnected molecules or ions with the total composition C5H10N2O7 at a distorted geometry, from the Open Molecules 2025 dataset.

```
24
Properties=species:S:1:pos:R:3:forces:R:3:nbo_charge:R:1
C 0.862828 -3.505501 -0.522724 -0.6847 1.1564 -2.4278 -0.609
C 0.925357 -2.155545 0.233851 1.1894 -0.4195 -0.8985 -0.438
C -0.439691 -1.675386 0.694109 1.2966 0.6872 0.7529 -0.066
C -0.872127 0.518877 1.257530 -1.6642 0.7847 -0.3213 0.627
C 0.022301 2.150523 -0.631518 1.3033 -0.4686 -1.2126 0.385
N -0.528956 3.243256 -0.166308 1.1340 0.5056 0.4979 0.401
N -0.540229 1.408894 -1.747786 0.9342 -0.3666 -1.3888 0.461
O -1.630023 3.697444 -0.282977 -1.4206 0.1656 -0.5769 -0.374
O -1.473992 1.923513 -2.344197 0.3578 -0.8448 0.4220 -0.331
O 0.324104 3.977718 0.684196 0.5151 -0.9125 -0.4236 -0.517
O 0.095011 0.371189 -2.106715 -1.7961 2.1362 1.0724 -0.397
O -0.875926 1.571019 1.841529 0.4029 -0.5688 0.4043 -0.595
O 1.263181 1.731737 -0.303860 -1.0024 0.2907 1.4468 -0.628
O -0.311930 -0.588104 1.684314 0.3457 -0.1608 -0.6397 -0.483
H 0.346396 -4.273875 -0.004716 -0.1785 -0.7212 0.9336 0.204
H 0.329489 -3.492347 -1.521502 0.3473 0.5322 0.9714 0.208
H 1.858354 -3.810243 -0.817025 0.2974 -0.2364 0.3812 0.222
H 1.638670 -1.445231 -0.300847 -1.5154 -0.4969 0.4760 0.232
H 1.478045 -2.465591 1.110975 0.0889 0.4055 0.6539 0.211
H -1.108226 -1.233450 -0.039819 -0.0032 -1.0940 -0.4564 0.192
H -0.808761 -2.464076 1.315596 -0.9617 -0.6153 -0.2039 0.199
H -1.444977 0.413030 0.267684 0.6229 0.0229 1.1390 0.098
H -0.276182 4.638168 1.058189 -0.3487 -0.0331 -0.0407 0.496
H 1.167284 1.463980 0.642021 0.7397 0.2515 -0.5612 0.501
```
Positions in Å, forces in eV/Å.

Charge   0
DFT total energy   -832.43710 a.u.



The following is a quantum chemistry calculation of 2 unconnected molecules or ions with the total composition C2H4N4 at a distorted geometry, from the Open Molecules 2025 dataset.

```
10
Properties=species:S:1:pos:R:3:forces:R:3:nbo_charge:R:1
N 1.872969 0.084051 0.035936 -0.0972 0.0019 -0.0436 -0.835
C 0.811417 0.915103 -0.048349 -0.4365 0.3247 -0.0852 0.180
C -0.128344 1.673594 -0.119606 0.5090 -0.2747 0.0976 -0.393
N -2.207768 -0.941590 -0.187530 0.1215 -0.0776 0.0753 -0.545
N -1.221244 -1.447570 0.348313 0.8875 -0.5830 0.5245 0.262
N -0.379096 -2.012936 0.851981 -1.0774 0.6693 -0.6029 -0.106
H 2.416967 -0.004645 -0.811529 -0.0770 0.0193 0.0951 0.397
H 1.684240 -0.807287 0.478049 0.0348 0.1346 -0.0587 0.407
H -0.865241 2.445500 -0.093541 0.1143 -0.1465 -0.0084 0.246
H -1.964129 0.017513 -0.447330 0.0211 -0.0679 0.0062 0.389
```
Positions in Å, forces in eV/Å.

Charge   0
DFT total energy   -297.49940 a.u.



The following is a quantum chemistry calculation of a single C4H5NO2 molecule at a distorted geometry, from the Open Molecules 2025 dataset.

```
12
Properties=species:S:1:pos:R:3:forces:R:3:nbo_charge:R:1
C -1.143635 0.514964 -1.003997 -2.4786 0.8938 0.0064 0.004
C -0.027246 -0.016005 -0.708469 0.9821 -1.4351 -0.3012 0.040
C 2.216565 -0.150091 0.127173 1.6176 2.1729 -0.4935 -0.313
C 1.136602 -0.740062 -0.479087 0.4992 2.8888 1.3227 -0.297
N -2.042114 0.125678 1.152330 0.1800 -2.5341 -1.2938 0.129
O -2.284658 0.601583 -0.107261 -0.1245 -0.5640 -0.5261 -0.385
O -1.194146 -0.792382 1.280484 -0.5386 0.0588 -0.0126 -0.351
H -1.697559 1.012249 -1.820709 1.6059 -0.3333 -0.3588 0.235
H 3.170195 -0.650371 0.076772 -0.0135 -0.7344 0.4291 0.183
H 2.468639 0.950660 0.387093 -1.4777 -1.7687 -0.4785 0.197
H 1.320516 -1.770227 -0.578549 -0.7656 -1.3102 -0.8261 0.237
H -1.923157 0.914006 1.674221 0.5138 2.6655 2.5323 0.322
```
Positions in Å, forces in eV/Å.

Charge   0
DFT total energy   -360.36998 a.u.



The following is a quantum chemistry calculation of a molecular structure, C14H24BrCdN5O6 at a distorted geometry, from the Open Molecules 2025 dataset.

```
51
Properties=species:S:1:pos:R:3:forces:R:3:nbo_charge:R:1
O -1.132306 -0.303560 -4.123760 0.2741 0.7190 0.0569 -0.738
H -0.395012 -0.099455 -4.720327 -0.1956 0.1027 0.2720 0.504
Cd -0.170691 0.145898 -0.706553 -0.1957 1.7132 0.7056 1.635
N -0.303901 2.047560 0.847826 2.6406 2.0953 -0.7563 -0.245
N 1.067242 1.840457 -1.298402 0.5288 1.9095 1.4667 -0.247
N -1.721287 -0.728348 0.936110 -0.5262 -2.6065 0.6545 -0.162
N -1.116067 -1.732115 -1.426094 -1.0564 -1.9690 1.2590 -0.289
O -1.050665 2.155135 1.904877 -1.3872 -0.6637 1.5563 -0.698
O -1.890423 -0.279241 2.208644 -0.1615 -0.3091 -0.8869 -0.554
O -0.847629 -2.295296 -2.649192 0.0114 0.7502 -0.2103 -0.583
O 1.603482 1.707884 -2.449632 0.7266 -0.1381 -1.0676 -0.640
C 1.443582 2.852537 -0.462510 0.1097 -2.5033 -2.7727 0.068
C 0.696136 2.959505 0.737068 -2.6416 -2.5962 0.6334 0.100
C -1.998002 -2.018240 0.763099 0.4484 2.9227 1.0596 0.138
C -1.637130 -2.569165 -0.529513 1.2874 1.4226 -2.5424 0.232
C 0.974376 3.947772 1.798410 -0.0286 0.3748 0.0695 -0.658
H 1.243680 3.470455 2.742091 -0.1744 -0.0839 0.0746 0.219
H 0.098562 4.570283 1.970805 -0.1230 -0.0211 0.1937 0.239
H 1.793675 4.597682 1.509640 0.0596 0.0513 0.0375 0.210
C 2.619955 3.679425 -0.854403 0.1854 0.3581 -0.3159 -0.659
H 2.522367 3.996397 -1.909136 0.0882 -0.2020 0.4264 0.241
H 3.562876 3.100163 -0.775266 -0.4406 0.2054 -0.1096 0.220
H 2.716437 4.575282 -0.229127 -0.0029 -0.2516 -0.2058 0.207
C -2.580766 -2.876207 1.825498 -0.0650 -0.2798 0.2270 -0.680
C -1.771294 -4.022683 -0.839137 -0.0526 -0.2673 -0.0900 -0.688
H -3.061676 -2.287681 2.602963 0.0949 0.0888 -0.1014 0.262
H -1.812728 -3.494728 2.296188 0.0772 0.0638 0.0637 0.235
H -3.307305 -3.567336 1.405064 -0.1091 -0.0257 -0.0823 0.227
H -1.032323 -4.301054 -1.601290 -0.3000 0.0598 0.2451 0.261
H -2.772610 -4.253146 -1.236220 0.2722 0.0764 0.0928 0.251
H -1.616646 -4.627600 0.063736 -0.0812 0.1977 -0.2336 0.234
H -1.616281 0.709792 2.143160 0.2380 0.6812 0.0091 0.511
H -0.877046 -1.469950 -3.301219 0.0252 -1.0402 0.7812 0.504
C -1.553913 0.918232 -3.442460 -0.5010 0.4783 -0.7067 -0.292
H -0.708417 1.534044 -3.094418 -0.0897 -0.4331 -0.1833 0.231
H -2.215441 0.646857 -2.604215 0.2629 -0.0384 -0.4165 0.197
H -2.147097 1.504287 -4.177928 0.3013 -0.2518 0.6250 0.196
O -3.349839 2.244841 -0.175054 0.4149 -1.0640 0.5830 -0.955
H -3.688166 1.349929 0.009959 -0.1767 0.5049 -0.2877 0.454
H -2.619071 2.259234 0.481245 -0.1061 0.5190 -0.1819 0.494
Br 3.676497 -4.036051 0.166087 0.0191 -0.0103 0.0391 0.095
C 2.977823 -2.450317 0.901022 -0.6153 0.5132 -0.1953 -0.124
C 3.494950 -1.900185 2.070837 -0.0749 0.1070 -0.0702 -0.183
C 2.915156 -0.745016 2.589577 -0.2896 0.0043 -0.2311 -0.228
C 1.842035 -0.161091 1.911977 0.3319 -0.0701 0.0033 0.061
N 1.413062 -0.655435 0.745393 -0.0273 -1.0384 0.0439 -0.546
C 1.918332 -1.804591 0.250073 0.7681 0.4233 1.0144 0.007
H 4.336537 -2.380326 2.557493 -0.0890 0.0686 0.0124 0.238
H 3.267474 -0.276532 3.506798 -0.0126 -0.2635 -0.1944 0.237
H 1.328886 0.717862 2.326466 0.1678 -0.3374 -0.4789 0.244
H 1.480629 -2.196159 -0.666237 0.1903 0.0531 0.1150 0.217
```
Positions in Å, forces in eV/Å.

Charge   0
DFT total energy   -4014.59895 a.u.



The following is a quantum chemistry calculation of a molecular structure, C10H10Br12F2O6 at a distorted geometry, from the Open Molecules 2025 dataset.

```
40
Properties=species:S:1:pos:R:3:forces:R:3:nbo_charge:R:1
C -1.138128 1.358017 -5.655299 2.0787 0.1873 1.8266 -0.130
C -1.568290 2.043432 -4.349820 -0.6191 -0.4670 1.0968 0.433
O -2.069468 0.967072 -3.567297 0.0678 -1.0231 -0.7371 -0.513
C -1.918491 -0.249400 -4.253497 -0.0840 0.4108 0.4958 0.976
O -2.214417 -1.324996 -3.845737 -0.0815 0.6717 0.3450 -0.558
O -1.341233 -0.039945 -5.436686 0.2615 0.6331 -0.2772 -0.471
F -2.559207 2.943295 -4.591081 -0.6567 -0.0253 -0.3656 -0.339
H -0.061352 1.596783 -5.822070 -0.8434 -0.5222 -0.3042 0.211
H -1.770851 1.678419 -6.419809 -0.7928 0.5901 -1.3993 0.217
H -0.919118 2.610961 -3.674763 0.7028 -0.4271 -0.6305 0.179
C -1.357633 0.094220 -0.537529 -0.6658 -0.8614 1.2391 -0.138
C -0.219065 -0.495871 0.258260 0.8711 -0.0090 -0.9533 0.431
O 0.410197 0.592750 0.903711 -0.2641 -0.1385 -0.1231 -0.476
C -0.127876 1.708003 0.410704 0.1575 4.1531 0.1511 0.986
O 0.156665 2.868965 0.708424 -0.2718 -3.2159 -0.3940 -0.626
O -1.087905 1.468294 -0.483977 0.1922 0.3410 -0.7521 -0.461
F 0.679378 -1.018501 -0.676976 -0.3525 0.1752 0.9785 -0.346
H -2.357033 -0.051542 -0.136576 0.0184 -0.2171 0.4259 0.205
H -1.349835 -0.425800 -1.469391 0.1329 0.5051 -1.1631 0.239
H -0.465190 -1.205755 1.004818 -0.0194 -1.0234 0.4715 0.185
C 2.256116 4.704754 1.359196 0.8804 0.6545 0.5538 -0.462
Br 2.223046 3.893478 3.124321 0.0647 -0.4229 -0.5621 0.076
Br 3.800053 4.255964 0.268341 -0.1860 -0.1719 0.3745 0.065
Br 2.221373 6.600226 1.709981 -0.1061 0.2477 -0.3966 0.072
H 1.414041 4.421631 0.767565 -0.4625 -0.1431 0.1779 0.249
C 2.994815 0.326616 3.042109 1.6285 -1.2384 0.2613 -0.457
Br 2.106568 0.237677 4.765869 0.1486 0.6597 -0.6299 0.101
Br 2.868433 -1.419031 2.204924 -0.3612 0.0246 -0.1126 0.070
Br 4.952344 0.616503 3.276927 -0.9465 0.3122 0.0466 0.062
H 2.658711 1.041649 2.308908 -0.4606 0.3936 0.4394 0.238
C -1.196703 -4.984752 0.550812 0.4881 0.0531 -1.3172 -0.491
Br -0.569426 -4.334504 -1.203522 -0.1788 -0.4500 0.2181 0.055
Br -1.290638 -6.908494 0.678709 -0.2223 0.5235 -0.0745 0.106
Br -2.739854 -3.993623 1.010908 -0.6158 -0.2571 0.0947 0.103
H -0.398581 -4.666349 1.169690 0.3550 0.0603 0.7400 0.219
C 0.037515 -2.772269 4.494624 1.6233 -1.2340 0.4460 -0.520
Br 0.067724 -3.512923 6.292779 -0.1718 0.7652 0.3781 0.077
Br -1.682312 -2.328866 3.931956 -0.4389 0.7144 -0.0440 0.141
Br 0.729295 -4.297672 3.486217 0.1557 0.0811 -0.6430 0.039
H 0.826351 -1.998433 4.394267 -1.0257 -0.3100 0.1191 0.256
```
Positions in Å, forces in eV/Å.

Charge   0
DFT total energy   -31926.35105 a.u.